(1)
ORCA calculation (the ωB97M-V functional and the def2-TZVPD basis) on an isolated molecule of C24H27N3O5S2 in a non-equilibrium geometry.

The geometry in ORCA input format:
```
! wB97M-V def2-TZVPD RIJCOSX def2/J DEFGRID3
* xyz 0 1
C -1.322 4.397 -1.600
H -1.918 4.888 -2.367
O -1.846 4.805 -0.361
C -1.159 4.249 0.737
C -1.805 4.737 2.041
N -2.927 3.961 2.488
S -2.675 2.839 3.677
O -1.704 3.377 4.587
O -3.954 2.436 4.184
C -1.893 1.440 2.864
C -0.529 1.492 2.636
C 0.099 0.446 1.985
C -0.646 -0.655 1.562
C -2.012 -0.709 1.841
C -2.636 0.338 2.493
H -3.684 0.309 2.733
H -2.562 -1.587 1.538
C -0.051 -1.821 0.858
O -0.568 -2.921 0.840
N 1.124 -1.586 0.201
C 1.783 -2.571 -0.490
N 2.890 -2.368 -1.116
C 3.319 -3.513 -1.716
C 2.511 -4.604 -1.534
S 1.139 -4.196 -0.560
C 2.848 -5.947 -2.080
H 1.945 -6.534 -2.251
C 3.627 -5.767 -3.386
C 4.744 -4.765 -3.254
C 5.933 -4.910 -3.948
C 6.924 -3.945 -3.867
C 6.730 -2.813 -3.094
C 5.550 -2.651 -2.393
C 4.557 -3.621 -2.466
H 5.379 -1.780 -1.780
H 7.501 -2.059 -3.036
H 7.847 -4.077 -4.412
H 6.088 -5.788 -4.561
H 4.022 -6.728 -3.720
H 2.940 -5.404 -4.159
H 3.463 -6.487 -1.351
H 1.545 -0.669 0.168
H 1.169 0.484 1.844
H 0.029 2.342 2.995
C -4.246 4.178 1.954
H -4.374 5.247 1.756
H -4.946 3.876 2.734
C -4.537 3.404 0.660
O -4.569 2.006 0.812
C -5.714 1.522 1.483
H -5.732 0.445 1.319
H -5.675 1.729 2.557
H -6.626 1.962 1.063
H -5.496 3.761 0.254
H -3.751 3.607 -0.069
H -1.074 4.700 2.850
H -2.117 5.776 1.891
H -1.189 3.150 0.687
H -0.105 4.569 0.709
H -1.390 3.309 -1.723
H -0.272 4.698 -1.705
*
```

**HOMO**: -7.777 eV
**LUMO**: -0.23 eV
**Energy above the lowest of the compared OMol25 structures with the same formula, charge and spin**: 0.0 kJ/mol
**Frontier orbital gap**: 7.5 eV

=====

(2)
ORCA calculation (the ωB97M-V functional and the def2-TZVPD basis) on a structure of composition C24H27N5NiO2S in a non-equilibrium geometry.

The geometry in ORCA input format:
```
! wB97M-V def2-TZVPD RIJCOSX def2/J DEFGRID3
* xyz 0 3
Ni -0.513 -2.564 -0.338
C 0.732 2.213 1.595
C 0.049 3.211 0.695
C -0.119 4.515 1.157
C -0.676 5.508 0.371
C -1.084 5.212 -0.920
C -0.946 3.923 -1.399
C -0.396 2.914 -0.607
N -0.259 1.639 -1.199
C -0.494 0.412 -0.609
N -1.441 0.476 0.347
C -1.934 -0.469 1.281
C -1.532 -1.800 1.243
C -2.075 -2.650 2.208
C -2.981 -2.198 3.155
C -3.355 -0.863 3.163
C -2.833 0.028 2.237
C -3.223 1.485 2.287
N 0.125 -0.669 -1.002
C 1.281 -0.541 -1.838
C 2.288 0.373 -1.499
C 3.424 0.535 -2.272
C 3.585 -0.209 -3.425
C 2.612 -1.133 -3.764
C 1.475 -1.339 -2.990
C 0.507 -2.407 -3.405
H 1.427 2.734 2.253
H 1.291 1.474 1.023
H 0.016 1.675 2.220
H 0.223 4.756 2.156
H -0.777 6.513 0.760
H -1.518 5.979 -1.547
H -1.272 3.678 -2.403
H 0.035 1.613 -2.161
H -1.890 1.376 0.397
H -1.794 -3.698 2.213
H -3.406 -2.883 3.879
H -4.075 -0.513 3.894
H -3.916 1.662 3.107
H -3.716 1.812 1.366
H -2.354 2.132 2.448
H 2.190 0.969 -0.604
H 4.176 1.250 -1.962
H 4.463 -0.077 -4.044
H 2.746 -1.728 -4.660
H 0.931 -3.040 -4.181
H -0.439 -2.004 -3.767
H 0.272 -3.053 -2.566
C 3.360 -3.400 1.637
C 2.087 -2.759 1.154
N 1.751 -1.584 1.709
O 1.387 -3.309 0.297
H 4.003 -2.685 2.147
H 3.890 -3.841 0.797
H 3.097 -4.200 2.330
H 2.261 -1.194 2.480
H 0.823 -1.237 1.496
O -2.902 -3.945 -3.335
S -2.704 -4.439 -1.967
N -1.884 -3.638 -1.034
*
```

**HOMO (alpha / beta)**: -7.671 / -7.898 eV
**LUMO (alpha / beta)**: 0.34 / 0.34 eV
**<S²>**: 2.01
**Frontier orbital gap (alpha / beta)**: 8.0 / 8.2 eV

=====

Number 1: calculated total energy -61704.3283 eV. Number 2: calculated total energy -88750.9389 eV.